(1)
12
Properties=species:S:1:pos:R:3:forces:R:3 method="wB97M-V/def2-TZVPD" e_homo_ev="-18.34 / -19.71" lumo_energy_ev="-11.3 / -11.7" gap_ev="7.04 / 8.03" s_squared=0.772 charge=+2 multiplicity=2 relative_energy_kcal_mol=196.0 mol_weight_da=201.48
H -1.349587 1.603726 -1.591639 0.145 1.180 0.611
C 0.058586 0.044373 -1.043666 0.190 1.358 -0.609
O 0.937826 -1.675003 1.437616 0.685 -0.187 1.233
H 1.299153 -2.461031 1.882414 0.007 -0.601 -0.028
C 1.278918 -1.595237 0.180024 -0.158 -0.377 -1.163
C -0.841827 1.161679 -0.715059 -0.641 -1.413 3.318
H -1.752673 0.767642 -0.203189 -1.441 -0.728 0.427
Cd 0.299907 0.390876 2.114503 0.524 -0.098 1.196
H -0.335201 -0.795897 -1.626469 0.646 0.618 -1.004
O 0.931012 -0.298005 -0.078287 0.080 0.118 0.891
H 0.398224 1.428447 -1.314383 0.345 -1.645 -0.556
O -0.924335 1.428429 0.958132 -0.382 1.776 -4.317

(2)
9
Properties=species:S:1:pos:R:3:forces:R:3 method="wB97M-V/def2-TZVPD" e_homo_ev=-9.42 lumo_energy_ev=1.0 gap_ev=10.44 relative_energy_kcal_mol=54.4 mol_weight_da=76.53
H -0.129386 0.156541 -1.964922 3.201 -0.293 -2.740
H 0.505025 1.711529 0.491164 -1.298 -4.439 -0.900
C 0.079383 0.253560 0.195082 2.772 4.915 2.236
C 0.488679 -0.554398 1.166980 0.394 0.214 -1.234
H -1.209866 0.919386 -1.279115 -1.949 1.680 0.391
H 0.470996 -1.612457 1.125477 -0.811 -0.935 -0.414
H -1.169719 -0.758947 -1.120321 -1.418 -1.967 0.034
Cl 1.569972 -0.218456 2.468173 -0.117 0.773 0.282
C -0.605084 0.103242 -1.082518 -0.775 0.050 2.345

(3)
9
Properties=species:S:1:pos:R:3:forces:R:3 method="wB97M-V/def2-TZVPD" e_homo_ev=-9.43 lumo_energy_ev=0.2 gap_ev=9.58 relative_energy_kcal_mol=102.7 mol_weight_da=76.53
H 1.726715 -1.099568 0.076476 -3.992 -1.492 -0.848
Cl -2.120216 -0.353907 -0.067101 1.074 -1.192 -0.444
H 0.347767 1.067559 1.389159 -1.236 0.557 -4.303
H -0.029637 -2.294898 0.088545 0.289 -1.179 -0.038
C 0.478794 -1.394564 -0.125452 2.837 3.042 0.275
H 1.030643 1.473993 -0.547275 -2.051 -0.876 0.536
C 0.033109 1.044462 -0.121117 0.451 6.383 2.962
H -1.189936 1.859404 -0.411744 4.522 -2.300 1.025
C -0.277242 -0.302482 -0.281493 -1.893 -2.943 0.835

(4)
11
Properties=species:S:1:pos:R:3:forces:R:3 method="wB97M-V/def2-TZVPD" smiles="ClCC/C=N/Cl" e_homo_ev=-10.06 lumo_energy_ev=0.7 gap_ev=10.80 relative_energy_kcal_mol=33.1 mol_weight_da=125.99
Cl 1.001083 3.273839 1.316664 -0.246 1.479 -0.176
C -0.619869 -1.226779 -0.577115 -2.743 -0.992 -0.628
H -0.213814 -2.147738 -0.928904 0.370 -0.460 -0.414
C 0.395686 -0.383792 0.007443 -0.125 1.394 0.438
H 0.585029 -0.925993 0.909861 0.595 0.743 1.265
H -0.476252 1.788679 -0.549270 0.238 -0.871 0.747
N 0.973124 1.658217 0.982852 -0.653 -1.869 -0.234
C 0.150805 1.158229 0.140873 1.409 -0.427 0.328
H -1.186592 -0.750023 -1.366260 -0.272 -0.077 -0.153
H 1.274018 -0.557841 -0.574415 0.833 0.344 -0.608
Cl -1.883219 -1.886797 0.638271 0.594 0.737 -0.565

(5)
11
Properties=species:S:1:pos:R:3:forces:R:3 method="wB97M-V/def2-TZVPD" e_homo_ev=-10.47 lumo_energy_ev=0.7 gap_ev=11.19 relative_energy_kcal_mol=0.0 mol_weight_da=125.99
N 0.582720 -1.076660 1.447167 -0.194 -1.810 0.595
Cl 0.435185 2.147453 0.391474 0.472 0.048 -0.166
H 0.637615 0.537850 -1.385679 -0.417 0.596 0.023
C 0.152691 0.584414 -0.408869 1.120 -1.999 1.321
C 0.907616 -0.578571 0.366297 0.747 1.380 -0.509
H -1.563060 -0.689534 -0.755317 0.111 0.833 0.370
H -1.736149 0.548804 0.616767 0.179 -0.222 -1.254
H 1.094566 -1.936828 1.820096 -0.473 1.902 -0.848
Cl 2.463262 -0.943155 -0.494365 -0.440 -0.225 0.222
C -1.328705 0.349469 -0.412034 -0.282 -0.410 -0.214
H -1.645741 1.056758 -1.185541 -0.824 -0.094 0.460

(6)
12
Properties=species:S:1:pos:R:3:forces:R:3 method="wB97M-V/def2-TZVPD" e_homo_ev=-15.56 lumo_energy_ev=-5.8 gap_ev=9.77 charge=+1 relative_energy_kcal_mol=63.1 mol_weight_da=139.99
H 0.848868 -1.930423 -0.234775 -1.091 2.748 0.436
N 0.737730 -0.776299 -2.305792 -0.404 -0.559 -2.944
H 0.663681 -0.354451 -3.286507 0.521 -0.312 2.085
Cl -2.364700 0.591936 1.494424 0.130 0.000 0.082
C -0.116304 -0.571109 1.015193 1.078 2.978 1.056
H -0.687583 1.470075 0.204482 0.527 -0.118 0.695
H 0.392327 1.085049 -1.125992 0.272 -3.253 -0.757
H 0.017242 -1.080168 1.998768 -0.539 -0.239 -1.168
C 0.504477 -0.119510 -1.303315 -0.304 3.765 0.934
Cl 0.203019 1.704886 2.499765 -0.439 -0.646 -1.287
C -0.638065 0.879151 1.123521 -0.913 -0.714 1.292
N 0.439307 -0.899138 -0.079771 1.162 -3.651 -0.423

(7)
11
Properties=species:S:1:pos:R:3:forces:R:3 method="wB97M-V/def2-TZVPD" smiles=CC(Cl)(Cl)CCl e_homo_ev=-10.80 lumo_energy_ev=0.8 gap_ev=11.55 relative_energy_kcal_mol=12.9 mol_weight_da=147.43
C -0.141116 0.046844 -0.541201 -0.039 1.115 0.309
Cl 2.610535 -0.348207 -0.871116 0.597 0.063 -0.798
C 1.186229 -0.261029 0.135430 0.065 0.707 -0.725
H -0.814438 0.009967 1.514599 -0.669 0.923 -1.275
H -1.641493 1.294656 0.497910 -0.322 0.640 -0.038
H 1.443600 0.387472 0.941448 -0.352 0.999 0.341
C -1.264148 0.301372 0.491090 0.954 -2.868 1.818
Cl -0.735544 -1.240697 -1.587408 0.517 -0.451 -0.556
H 1.172941 -1.191987 0.542578 -0.612 -2.824 1.305
H -2.038584 -0.511350 0.380612 0.495 1.384 -0.133
Cl 0.222019 1.512962 -1.503939 -0.634 0.311 -0.247

(8)
13
Properties=species:S:1:pos:R:3:forces:R:3 method="wB97M-V/def2-TZVPD" smiles="C[SiH2]C(=O)C(Cl)(Cl)Cl" e_homo_ev=-9.86 lumo_energy_ev=0.0 gap_ev=9.83 relative_energy_kcal_mol=95.5 mol_weight_da=191.52
H 0.464130 -1.444203 -1.465385 -0.151 0.790 1.144
H -0.715049 -0.854859 1.466103 -0.163 -1.332 0.441
H -1.242476 0.686228 1.153050 -1.039 1.003 0.001
C -0.167951 1.051181 -2.155690 -0.153 -0.952 -0.016
Cl -0.177207 -0.968415 -4.011677 0.297 0.577 -0.181
C 0.366196 0.671148 -3.560734 1.047 -0.416 -0.080
Cl -0.098227 1.852767 -4.754124 -0.020 -0.140 -0.168
H 0.408875 0.410118 1.301097 1.145 0.420 0.374
H -1.709442 -1.006270 -1.112377 -1.019 -0.020 -0.412
Cl 2.202374 0.763856 -3.316326 -1.079 -0.406 -0.228
Si -0.454153 -0.362314 -0.851993 1.020 -1.716 -2.174
O -0.389420 2.200899 -1.990208 -0.451 1.561 0.827
C -0.479404 0.002968 0.898145 0.568 0.631 0.471

(9)
11
Properties=species:S:1:pos:R:3:forces:R:3 method="wB97M-V/def2-TZVPD" smiles=N[C@H]1[C@@H](F)[C@@H]1Cl e_homo_ev=-9.41 lumo_energy_ev=1.1 gap_ev=10.49 relative_energy_kcal_mol=9.5 mol_weight_da=109.53
H -0.875276 1.552630 -1.010885 -0.091 0.030 -0.103
N -1.116830 1.097299 -0.149570 0.014 0.957 0.616
H -1.933408 0.531871 -0.216491 -0.447 -0.243 -0.224
H 0.381186 -1.531569 1.229573 -0.012 -0.869 0.105
C -0.003523 -1.034676 0.366278 -0.219 1.088 -0.275
C -0.048365 0.464378 0.517533 1.117 0.170 0.991
Cl 2.627648 -0.235830 -0.086058 0.782 -0.140 0.246
H 0.384468 0.893038 1.494085 -0.861 -0.582 -1.564
H 0.723435 0.054502 -1.444013 -0.022 -0.467 -0.188
F -1.081171 -1.579740 -0.277675 0.302 -0.461 0.299
C 0.941839 -0.211906 -0.422782 -0.565 0.518 0.097

(10)
12
Properties=species:S:1:pos:R:3:forces:R:3 method="wB97M-V/def2-TZVPD" smiles="C=NC=O.FCCl" e_homo_ev=-10.34 lumo_energy_ev=0.0 gap_ev=10.32 relative_energy_kcal_mol=0.0 mol_weight_da=125.53
F 2.855780 -0.927865 0.362697 1.107 -0.096 1.160
H 1.339663 -0.037899 -0.551507 0.769 -0.437 -0.462
H -2.591941 0.939151 -0.937518 1.084 -0.292 0.778
Cl 3.214324 -0.138240 -2.110355 -0.651 -0.435 0.849
C 2.159674 -0.769554 -0.749802 -1.637 0.441 -1.313
C -2.099836 0.064793 -0.386948 -1.362 0.635 -0.618
C -1.012461 0.889225 1.574459 -0.860 0.291 -1.751
N -0.970964 0.324806 0.422337 -0.278 0.206 0.892
H 1.724619 -1.745184 -1.032724 0.405 0.513 -0.237
H -1.986653 1.305085 1.981471 1.226 -0.656 -0.058
O -2.590257 -1.010423 -0.614294 0.789 0.002 0.592
H -0.041947 1.106103 2.042187 -0.591 -0.172 0.168

(11)
13
Properties=species:S:1:pos:R:3:forces:R:3 method="wB97M-V/def2-TZVPD" smiles="F[C@@H](Cl)CO/C=N/S" e_homo_ev=-8.82 lumo_energy_ev=0.8 gap_ev=9.63 relative_energy_kcal_mol=2.0 mol_weight_da=157.60
F -1.442397 1.747915 1.018224 -0.728 0.717 -0.182
S 2.581198 -0.470993 -2.067477 -0.499 -0.379 -0.017
H -0.652878 -1.288029 0.342726 0.048 -0.040 0.398
H 1.832298 -1.218976 -2.900879 0.354 0.157 -0.016
C -0.695650 -0.418623 1.007601 -0.741 -0.382 -0.057
Cl -1.706129 0.651060 -1.343736 0.028 0.236 0.483
H -0.984118 -0.668950 2.057458 0.155 -0.040 -0.891
N 1.401378 -0.592935 -0.829530 0.462 -0.068 -0.471
H 2.189672 1.013744 0.318485 0.314 -0.181 -0.101
C -1.759863 0.561248 0.460681 0.448 -0.946 -0.055
H -2.800042 0.252652 0.686094 0.649 0.312 0.105
C 1.495256 0.200546 0.127609 -1.596 0.269 0.882
O 0.541275 0.231339 1.122743 1.105 0.345 -0.079

(12)
11
Properties=species:S:1:pos:R:3:forces:R:3 method="wB97M-V/def2-TZVPD" smiles="[H]/N=C/N/C=C/Cl" e_homo_ev=-8.41 lumo_energy_ev=0.6 gap_ev=9.05 relative_energy_kcal_mol=2.7 mol_weight_da=104.54
N 0.187624 0.266172 -1.730966 0.093 -0.013 -0.995
H -0.201269 -0.346427 2.189151 -0.039 0.026 -0.401
C 0.124145 -0.859923 -1.149981 -0.004 0.347 0.164
C -0.102670 1.332175 0.941687 -0.134 -0.377 -0.087
H 0.298631 0.117071 -2.750409 -0.089 0.179 0.843
N -0.021468 -0.995257 0.201225 -0.083 -0.580 0.504
Cl -0.253661 2.434371 2.268578 0.020 0.004 0.116
H -0.058204 -1.948153 0.552551 0.018 0.553 -0.176
H 0.182033 -1.810910 -1.657356 0.010 -0.400 -0.139
H -0.026759 1.795293 -0.024860 0.036 -0.044 -0.025
C -0.128402 0.015587 1.160379 0.172 0.305 0.197